Record 1
DFT (the ωB97M-V functional and the def2-TZVPD basis) results for a 16-piece molecular cluster, C4H43N2O15 overall.

## Properties
E_LUMO (spin up / spin down) = 0.029 / -0.080 eV
Gap between HOMO and LUMO (spin up / spin down) = 2.51 / 9.22 eV
Electronic energy = -38533.6320 eV
Energy relative to the best compared isomer or geometry (same formula, charge and spin) = 52.26 kcal per mole
2S+1 = 2

Structure (XYZ):
```
64
C4H43N2O15 | OMol25 | the ωB97M-V functional and the def2-TZVPD basis
N 0.567 3.353 -0.123
C 1.774 2.683 0.625
C 1.339 1.401 1.333
N 1.062 0.399 0.309
C 1.034 -0.951 0.874
C 0.178 -1.200 2.100
H 0.578 4.389 -0.023
H -0.378 2.920 0.331
H 0.577 3.165 -1.137
H 2.622 2.416 0.022
H 2.280 3.454 1.279
H 0.648 1.635 2.170
H 2.175 0.954 1.883
H 0.136 0.556 -0.090
H 2.022 -1.105 1.258
H 0.971 -1.694 0.083
H -0.636 -1.892 1.681
H 0.594 -1.998 2.724
H -0.145 -0.257 2.449
H -5.044 1.566 -1.264
H -4.423 2.769 -0.606
O -5.007 2.030 -0.437
H 0.917 1.342 -4.326
H -0.088 1.590 -3.092
O 0.667 1.946 -3.620
H -0.205 -2.292 4.681
H 1.031 -1.916 4.075
O 0.610 -1.847 4.947
H -4.091 1.344 0.846
H -3.824 0.633 2.149
O -3.526 0.627 1.246
H -1.967 -2.488 -3.182
H -0.580 -3.072 -3.229
O -1.459 -3.180 -3.573
H -2.116 1.584 0.973
H -1.195 1.722 2.064
O -1.487 2.296 1.291
H 2.727 -0.279 -1.892
H 3.571 -1.548 -2.275
O 2.642 -1.260 -2.124
H -3.879 0.191 -3.241
H -2.377 -0.226 -3.671
O -2.959 0.475 -3.308
H 3.075 -3.810 1.984
H 3.455 -2.317 1.655
O 2.767 -2.898 1.989
H 1.097 -4.430 -1.084
H 1.693 -3.625 0.196
O 1.847 -4.087 -0.627
H 1.171 -1.465 -2.943
H 0.760 -0.305 -3.916
O 0.410 -0.899 -3.260
H 0.710 0.058 4.788
H -0.170 1.304 4.839
O 0.679 0.966 4.429
H 3.914 1.883 -1.531
H 2.858 1.669 -2.851
O 3.406 1.277 -2.067
H -2.182 1.645 -2.352
H -1.294 2.860 -2.713
O -1.611 2.325 -1.973
H -2.505 -2.683 1.842
H -3.132 -4.070 1.622
O -2.283 -3.634 1.795
```

=====

Record 2
DFT (the ωB97M-V functional and the def2-TZVPD basis) results for C4H4AlLiO5 as an isolated structure.

## Properties
E_LUMO (spin up / spin down) = -11.186 / -10.640 eV
Gap between HOMO and LUMO (spin up / spin down) = 5.94 / 8.89 eV
Electronic energy = -21233.4134 eV
Energy relative to the best compared isomer or geometry (same formula, charge and spin) = 3.12 kcal per mole
Total charge = +2

Structure (XYZ):
```
15
C4H4AlLiO5 | OMol25 | the ωB97M-V functional and the def2-TZVPD basis
O -1.389 0.088 1.542
C -0.254 -0.081 2.130
O -0.081 0.035 3.334
O 0.670 -0.517 1.256
C 1.435 -1.731 1.419
C 1.263 -2.598 0.192
H 1.077 -2.258 2.311
H 2.477 -1.415 1.552
H 0.303 -3.124 0.129
H 1.905 -3.473 0.368
O 1.947 -2.151 -1.228
O 0.084 -1.096 -1.743
C 1.252 -1.414 -2.068
Li -1.701 0.686 3.119
Al -0.744 -0.575 -0.208
```

=====

In the order shown, the computed max |F| values come out to 4.83, 4.35 eV/A.